[1]
Entry from OMol25: a cluster of 3 separate species, CH10N2O2 in total (ωB97M-V/def2-TZVPD).

Last column: natural (NBO) charge in e.
Element x y z (Å)
N 1.615058 0.868629 -1.253430  -0.83
C 1.204374 0.090407 -0.116282  -0.05
N -0.248144 -0.088287 0.074646  -0.88
H 1.500727 1.843321 -1.023706  0.35
H 1.055976 0.688896 -2.071824  0.37
H 1.497552 0.637093 0.786349  0.17
H 1.722476 -0.877109 -0.107264  0.16
H -0.589986 -0.912876 -0.388977  0.36
H -0.440591 -0.249732 1.056447  0.37
H -1.382330 -3.350891 2.528887  0.47
H -0.805272 -2.082952 3.068071  0.47
O -1.038866 -2.515611 2.234305  -0.94
H -1.141091 1.468508 -1.040888  0.49
H -1.654758 2.665810 -1.803730  0.46
O -1.295126 1.814794 -1.942603  -0.97

Cartesian forces, eV/Å:
N 0.23 0.07 0.27
C -0.14 -0.19 0.80
N -0.08 0.39 0.00
H -0.11 0.19 -0.25
H -0.16 -0.09 -0.15
H 0.41 -0.14 -0.19
H -0.04 0.10 -0.12
H -0.08 -0.25 -0.28
H -0.02 0.01 -0.06
H -0.31 -0.69 0.00
H 0.01 0.02 -0.28
O 0.31 0.69 0.30
H 0.11 -0.31 -0.33
H -0.65 1.46 0.05
O 0.52 -1.24 0.24

## Properties
* molecular weight: 82.10 u
* net charge: 0
* frontier orbital gap: 9.90 eV
* 2S+1: 1
* SMILES string: NCN.O.O
* max |F|: 1.6 eV/A

***

[2]
Entry from OMol25: an isolated molecule of C3H6ClNS (ωB97M-V/def2-TZVPD).

Last column: natural (NBO) charge in e.
Element x y z (Å)
C -0.124509 0.075930 -0.896033  -0.12
C 0.354961 -0.560990 0.425876  -0.37
C 0.329914 0.942090 0.137503  -0.25
H -2.045622 0.189653 -0.243279  0.34
H -1.725158 -0.950294 -1.022714  0.35
H 0.270582 -0.019723 -1.862760  0.22
H -0.262995 -1.165629 1.168993  0.25
H 1.846767 -0.642078 1.966497  0.17
H 1.558813 1.083210 0.126187  0.27
N -1.544760 0.020850 -1.213539  -0.76
S 2.165809 -1.103785 0.538986  -0.06
Cl -0.823804 2.130766 0.874282  -0.03

Cartesian forces, eV/Å:
C -1.77 -1.30 -0.44
C 0.51 -0.58 -0.27
C 3.45 1.05 1.98
H 0.85 1.03 -2.21
H -0.21 -1.32 -1.46
H 1.91 -0.23 -0.76
H 0.39 1.18 -1.52
H 1.64 -1.12 -2.63
H -3.59 1.19 -0.06
N -1.86 -0.17 4.29
S -2.51 1.03 3.39
Cl 1.19 -0.75 -0.31

## Properties
* molecular weight: 123.61 u
* net charge: 0
* frontier orbital gap: 9.85 eV
* 2S+1: 1
* SMILES string: N[C@@H]1[C@@H](S)[C@@H]1Cl
* max |F|: 4.7 eV/A

***

> The lowest max |F| belongs to which entry?

CH10N2O2

***

Copy entry 1 word for word.
Entry from OMol25: a cluster of 3 separate species, CH10N2O2 in total (ωB97M-V/def2-TZVPD).

Last column: natural (NBO) charge in e.
Element x y z (Å)
N 1.615058 0.868629 -1.253430  -0.83
C 1.204374 0.090407 -0.116282  -0.05
N -0.248144 -0.088287 0.074646  -0.88
H 1.500727 1.843321 -1.023706  0.35
H 1.055976 0.688896 -2.071824  0.37
H 1.497552 0.637093 0.786349  0.17
H 1.722476 -0.877109 -0.107264  0.16
H -0.589986 -0.912876 -0.388977  0.36
H -0.440591 -0.249732 1.056447  0.37
H -1.382330 -3.350891 2.528887  0.47
H -0.805272 -2.082952 3.068071  0.47
O -1.038866 -2.515611 2.234305  -0.94
H -1.141091 1.468508 -1.040888  0.49
H -1.654758 2.665810 -1.803730  0.46
O -1.295126 1.814794 -1.942603  -0.97

Cartesian forces, eV/Å:
N 0.23 0.07 0.27
C -0.14 -0.19 0.80
N -0.08 0.39 0.00
H -0.11 0.19 -0.25
H -0.16 -0.09 -0.15
H 0.41 -0.14 -0.19
H -0.04 0.10 -0.12
H -0.08 -0.25 -0.28
H -0.02 0.01 -0.06
H -0.31 -0.69 0.00
H 0.01 0.02 -0.28
O 0.31 0.69 0.30
H 0.11 -0.31 -0.33
H -0.65 1.46 0.05
O 0.52 -1.24 0.24

## Properties
* molecular weight: 82.10 u
* net charge: 0
* frontier orbital gap: 9.90 eV
* 2S+1: 1
* SMILES string: NCN.O.O
* max |F|: 1.6 eV/A